No. 1
C25H33I2N6PdSSi as an isolated structure, computed with ωB97M-V/def2-TZVPD.

Values from the calculation:
total energy = -73795.6285 eV
energy relative to the best compared isomer or geometry (same formula, charge and spin) = 3.739 eV
HOMO energy (spin up / spin down) = -0.14015 / -0.14185 Eh
spin multiplicity = 1
total charge = -1

Geometry (Å):
C1 5.2654 1.4107 0.6986
C2 1.0649 1.5106 -2.1903
C3 -0.6089 -3.4061 0.6056
C4 4.0254 -1.3809 2.8146
H1 5.8940 -0.8192 2.0491
C5 -5.8357 -0.0817 1.1562
C6 -0.1343 -0.8691 3.0918
H2 -0.8568 -3.5340 1.6831
H3 1.3162 0.6905 -6.0246
H4 -1.6763 -0.8650 -2.2834
N1 3.5505 1.5566 2.3178
C7 2.5785 -1.2790 2.8737
H5 0.0460 2.8109 -5.0710
C8 1.8598 -1.8795 3.9782
C9 3.2756 2.7125 1.8310
N2 0.2297 2.0770 -3.0520
H6 -1.6689 4.2297 -2.2484
H7 -4.7771 -1.5265 -0.1121
H8 -4.5322 1.7427 3.6742
H9 -0.0691 -1.8963 4.9399
H10 -2.2558 3.1243 -3.6159
H11 3.0561 -0.1145 -4.2680
H12 -0.5767 -4.4598 0.1734
N3 -2.2042 -0.9102 0.6623
C10 -3.4199 -0.4477 1.2319
H13 0.4554 -2.9642 0.4817
H14 2.3943 3.2182 2.2352
C11 2.0045 0.1391 -4.0504
Pd1 -0.6016 0.3395 0.4193
N4 3.8862 3.3484 0.8393
H15 2.3937 -0.3440 0.9465
H16 -2.3635 0.8283 2.6198
H17 -1.0663 -2.4897 -2.7263
N5 2.0144 0.7030 -2.6902
I1 -3.2381 2.3573 -1.0985
C12 4.5583 0.8439 1.7446
N6 0.5092 -0.4875 1.9513
H18 -4.1293 -3.8070 -0.0428
H19 -2.8873 -4.5864 -1.0602
C13 -1.1356 -1.7043 -1.9297
H20 -0.6217 1.1269 -4.7592
H21 5.3511 3.2044 -0.5548
C14 0.5153 -1.5662 4.0898
C15 0.2126 1.8336 -4.4988
C16 1.4969 1.1963 -5.0566
C17 4.8861 -0.5161 2.2312
C18 -3.2979 -3.5780 -0.7159
H22 4.4433 -2.2606 3.2775
S1 1.0219 1.7614 -0.4390
H23 -0.1035 -1.3860 -1.7868
H24 2.4033 -2.4678 4.7285
H25 1.4799 -0.8323 -4.0445
H26 -6.7743 -0.1946 0.5891
C19 -4.7221 -0.7826 0.6986
C20 -5.7764 0.7028 2.3104
H27 2.2769 1.9550 -5.2747
C21 -1.9048 3.1931 -2.5431
C22 -4.5109 1.0582 2.8432
I2 -0.2520 2.8027 2.3645
C23 4.8767 2.6598 0.2681
H28 -3.7963 -3.1919 -1.6316
H29 6.1515 0.8869 0.3390
C24 1.8539 -0.6652 1.8534
C25 -3.3568 0.4854 2.3258
H30 -1.2475 -0.7784 3.0633
H31 -6.6600 1.0881 2.7724
H32 -0.9225 2.6652 -2.6745
Si1 -1.8922 -2.3674 -0.3395
H33 2.5290 0.1765 -1.9912

natural (NBO) atomic charge list, values in e, 2 entries: C -0.312; C 0.328

---

No. 2
A 2-piece molecular cluster, CHCl2NO overall, computed with ωB97M-V/def2-TZVPD.

Values from the calculation:
total energy = -29631.6423 eV
SMILES = ClC1=NO1.Cl
energy relative to the best compared isomer or geometry (same formula, charge and spin) = 1.677 eV
HOMO energy (spin up / spin down) = -0.37473 / -0.37475 Eh
spin multiplicity = 1

Geometry (Å):
Cl1 -0.4742 -0.7599 -0.1378
N1 -1.1679 2.3973 -1.4758
H1 -0.8118 0.1180 -1.1316
C1 -2.1806 2.2887 -0.7423
O1 -2.5513 1.8616 -1.9591
Cl2 -2.7440 2.2565 0.7767

natural (NBO) atomic charge list, values in e, 2 entries: Cl -0.307; N -0.155

---

No. 3
An isolated molecule of C8H18N2O2S, computed with ωB97M-V/def2-TZVPD.

Values from the calculation:
total energy = -26488.7023 eV
energy relative to the best compared isomer or geometry (same formula, charge and spin) = 1.305 eV
HOMO energy (spin up / spin down) = -0.16972 / -0.34923 Eh
spin multiplicity = 3

Geometry (Å):
H1 -2.2334 0.9315 1.8125
O1 -3.5059 0.1361 -0.2892
H2 -0.3998 1.5999 1.6422
H3 2.1932 -1.4242 -2.1132
H4 -2.0525 -2.0327 2.2902
C1 -1.3761 1.2192 1.0257
C2 -0.4033 2.6151 -0.6879
H5 -1.9180 3.1663 0.9840
H6 0.2386 -2.1007 -0.7811
H7 2.4667 -0.7649 0.6960
H8 -0.1842 1.7262 -1.4249
H9 0.3952 2.7426 -0.0402
O2 -2.2975 -2.1191 0.3378
H10 -0.9218 -3.2255 1.4718
H11 -0.0294 -0.6975 2.0361
H12 -2.5165 -0.4995 -2.7549
S1 -2.3506 -0.6829 -0.6238
H13 3.5232 -0.7311 -1.2623
C3 -1.3797 -2.1594 1.4319
C4 -0.3813 -1.0303 1.0546
N1 -1.0285 0.0316 0.3149
C5 -1.6416 2.5261 0.2004
H14 -0.4271 3.6167 -1.1250
H15 2.8035 -2.4542 -0.9443
N2 -1.8590 -0.8598 -2.0346
H16 1.3253 0.0408 -0.4858
C6 2.6914 -1.3717 -1.2182
C7 0.6132 -1.7419 0.1988
H17 0.9199 -2.5591 0.7198
C8 1.7940 -0.8516 -0.1232
H18 -2.5985 2.2945 -0.4910

natural (NBO) atomic charge list, values in e, 2 entries: H 0.208; O -0.897